Record 1
{
  "formula": "C4H7NS3",
  "method": "ωB97M-V with the def2-TZVPD basis set",
  "de_lowest_kj_mol": 177.21,
  "e_tot_ha": -1405.8560,
  "smiles": "S/N=C/C1[C@@H](S)[C@@H]1S",
  "homo_lumo_gap_ev": 9.34,
  "symbols": ["S", "N", "C", "C", "C", "S", "C", "S", "H", "H", "H", "H", "H", "H", "H"],
  "positions_angstrom": [[3.25, -0.68, -0.16], [1.58, -0.56, -0.26], [0.94, -0.48, 0.82], [-0.52, -0.36, 0.93], [-1.32, -0.37, -0.36], [-2.95, -1.08, -0.27], [-1.19, 0.91, 0.38], [-0.17, 2.20, -0.27], [3.61, -0.75, -1.44], [1.49, -0.70, 1.73], [-0.96, -0.76, 1.86], [-0.73, -0.41, -1.24], [-2.55, -2.38, -0.44], [-2.06, 1.25, 0.95], [0.44, 2.55, 0.93]]
}

Record 2
{
  "formula": "C4H7NSi",
  "method": "ωB97M-V with the def2-TZVPD basis set",
  "de_lowest_kj_mol": 151.72,
  "e_tot_ha": -500.7011,
  "smiles": "N=C=C[SiH3].C#C",
  "homo_lumo_gap_ev": 9.90,
  "symbols": ["N", "C", "C", "Si", "H", "H", "H", "H", "H", "C", "C", "H", "H"],
  "positions_angstrom": [[1.88, 2.26, -0.22], [1.56, 1.18, 0.17], [1.17, 0.08, 0.73], [1.38, -1.57, -0.11], [1.52, 2.84, -0.95], [0.45, 0.28, 1.52], [2.02, -2.66, 0.81], [2.03, -1.49, -1.53], [-0.09, -1.86, -0.45], [-3.57, 0.27, 0.01], [-2.38, 0.20, -0.01], [-4.57, 0.61, 0.13], [-1.38, -0.13, -0.10]]
}

Record 3
{
  "formula": "C4H7O2",
  "method": "ωB97M-V with the def2-TZVPD basis set",
  "total_charge": -1,
  "de_lowest_kj_mol": 289.05,
  "e_tot_ha": -307.0436,
  "smiles": "[O-]/C=C\\CCO",
  "homo_lumo_gap_ev": 6.14,
  "symbols": ["O", "C", "C", "C", "C", "O", "H", "H", "H", "H", "H", "H", "H"],
  "positions_angstrom": [[-2.14, -0.25, -1.88], [-1.13, 0.53, -1.63], [-0.28, 0.77, -0.65], [-0.07, 0.06, 0.67], [1.40, -0.12, 0.90], [1.79, -0.80, 2.17], [-1.05, 1.45, -2.33], [0.50, 1.40, -0.99], [-0.57, 0.55, 1.55], [-0.54, -0.86, 0.70], [1.78, -0.79, -0.13], [1.80, 0.91, 0.95], [1.36, -1.67, 2.12]]
}

Record 4
{
  "formula": "C4H7O2",
  "method": "ωB97M-V with the def2-TZVPD basis set",
  "spin_multiplicity": 2,
  "de_lowest_kj_mol": 104.89,
  "e_tot_ha": -307.0008,
  "homo_lumo_gap_ev": [10.10, 8.39],
  "symbols": ["O", "C", "C", "C", "C", "O", "H", "H", "H", "H", "H", "H", "H"],
  "positions_angstrom": [[-0.35, -1.75, -2.01], [0.00, -0.55, -2.13], [0.27, 0.34, -1.09], [0.55, -0.23, 0.29], [-0.65, 0.11, 1.24], [-0.16, 0.46, 2.55], [0.02, -0.25, -3.18], [0.38, 1.24, 2.44], [0.13, 1.40, -1.22], [0.74, -1.30, 0.24], [1.40, 0.37, 0.61], [-1.16, 1.00, 0.88], [-1.16, -0.83, 1.38]]
}

Record 5
{
  "formula": "C4H7O2",
  "method": "ωB97M-V with the def2-TZVPD basis set",
  "total_charge": 1,
  "de_lowest_kj_mol": 718.53,
  "e_tot_ha": -306.5194,
  "homo_lumo_gap_ev": [4.89, 4.89],
  "symbols": ["C", "C", "C", "C", "O", "O", "H", "H", "H", "H", "H", "H", "H"],
  "positions_angstrom": [[1.97, -0.48, -0.38], [-0.96, 0.72, -0.35], [3.06, -2.57, -0.75], [-2.36, 1.84, 1.00], [2.48, -1.50, -0.58], [-1.12, 1.59, 0.48], [0.15, 0.52, -0.59], [-1.79, 0.08, -0.72], [4.18, -2.45, -1.07], [2.50, -3.48, -0.63], [-2.43, 2.82, 1.55], [-3.18, 1.82, 0.27], [-2.50, 1.08, 1.79]]
}

Record 6
{
  "formula": "C4H7O2S2",
  "method": "ωB97M-V with the def2-TZVPD basis set",
  "spin_multiplicity": 2,
  "de_lowest_kj_mol": 43.56,
  "e_tot_ha": -1103.3682,
  "homo_lumo_gap_ev": [9.34, 5.27],
  "symbols": ["C", "C", "O", "O", "C", "S", "S", "C", "H", "H", "H", "H", "H", "H", "H"],
  "positions_angstrom": [[1.35, 1.35, -0.39], [1.09, 2.68, -1.30], [-0.10, 2.85, -1.63], [2.11, 3.35, -1.54], [0.11, 0.53, -0.34], [0.03, -0.35, 1.33], [0.00, -2.29, 0.68], [-1.61, -2.85, 1.18], [2.20, 0.96, -0.94], [1.70, 1.92, 0.49], [0.13, -0.22, -1.14], [-0.76, 1.16, -0.11], [-2.51, -2.38, 0.72], [-1.79, -3.88, 0.80], [-1.94, -2.84, 2.21]]
}

Record 7
{
  "formula": "C4H7O2S4",
  "method": "ωB97M-V with the def2-TZVPD basis set",
  "spin_multiplicity": 3,
  "total_charge": -1,
  "e_tot_ha": -1899.7056,
  "homo_lumo_gap_ev": [3.14, 5.16],
  "symbols": ["C", "C", "C", "C", "O", "O", "S", "S", "S", "S", "H", "H", "H", "H", "H", "H", "H"],
  "positions_angstrom": [[-1.26, -1.33, -0.39], [-0.48, -0.64, 0.84], [0.88, -0.08, 0.38], [0.77, 0.82, -0.87], [-2.05, -0.58, -0.97], [-1.21, -2.53, -0.45], [-0.52, -1.87, 2.17], [1.55, 0.84, 1.80], [2.28, 1.85, -1.18], [-0.69, 1.92, -0.80], [-1.13, 0.26, 1.25], [1.42, -1.05, 0.23], [0.69, 0.24, -1.86], [-1.12, -2.66, 1.27], [0.63, 1.73, 1.79], [1.87, 2.27, -2.27], [-1.63, 0.80, -0.95]]
}

Record 8
{
  "formula": "C4H7O2Se",
  "method": "ωB97M-V with the def2-TZVPD basis set",
  "total_charge": -1,
  "de_lowest_kj_mol": 148.85,
  "e_tot_ha": -2708.4904,
  "homo_lumo_gap_ev": 5.96,
  "symbols": ["C", "C", "C", "C", "O", "O", "Se", "H", "H", "H", "H", "H", "H", "H"],
  "positions_angstrom": [[0.29, -1.77, 2.62], [0.77, -2.10, 0.03], [-2.37, 1.17, -0.30], [-0.09, -1.73, 1.23], [0.64, -1.37, 3.68], [-0.57, -2.71, 2.16], [-1.29, 0.33, -1.60], [0.31, -2.95, -0.50], [0.69, -1.34, -0.79], [1.81, -2.20, 0.22], [-1.83, 1.60, 0.53], [-3.01, 1.96, -0.91], [-2.96, 0.45, 0.24], [-0.80, -1.04, 0.99]]
}

Record 9
{
  "formula": "C4H7O3Pr",
  "method": "ωB97M-V with the def2-TZVPD basis set",
  "spin_multiplicity": 4,
  "total_charge": 1,
  "de_lowest_kj_mol": 188.65,
  "e_tot_ha": -898.9266,
  "homo_lumo_gap_ev": [8.04, 8.14],
  "symbols": ["O", "Pr", "O", "C", "C", "O", "C", "C", "H", "H", "H", "H", "H", "H", "H"],
  "positions_angstrom": [[-0.69, 1.70, -1.65], [0.12, 2.38, 0.38], [1.91, 1.42, 0.19], [2.06, 0.22, -0.50], [0.78, -0.60, -0.54], [-0.07, -0.14, 0.50], [-1.13, -0.91, 0.92], [-2.29, -0.37, 1.28], [2.87, -0.42, -0.09], [2.35, 0.42, -1.56], [0.99, -1.65, -0.29], [-0.23, 0.29, -1.83], [-1.04, -1.96, 0.62], [-2.53, 0.66, 1.01], [-3.11, -1.03, 1.56]]
}

Record 10
{
  "formula": "C4H7O3S",
  "method": "ωB97M-V with the def2-TZVPD basis set",
  "total_charge": -1,
  "de_lowest_kj_mol": 150.02,
  "e_tot_ha": -780.5256,
  "homo_lumo_gap_ev": 7.14,
  "symbols": ["C", "C", "C", "C", "O", "O", "O", "S", "H", "H", "H", "H", "H", "H", "H"],
  "positions_angstrom": [[-1.64, -0.59, -0.22], [2.19, 0.33, 0.13], [-0.39, -0.95, -0.57], [0.88, 0.80, 0.74], [-2.53, -1.53, 0.31], [-2.22, 0.60, -0.32], [0.42, 0.43, 1.82], [0.33, 2.14, -0.31], [1.98, 0.19, -0.89], [2.71, -0.51, 0.56], [2.87, 1.34, 0.24], [0.02, -2.09, -0.46], [0.23, -0.33, -1.14], [-3.23, -1.08, 0.79], [-1.62, 1.26, -0.69]]
}

Record 11
{
  "formula": "C4H7O4PS",
  "method": "ωB97M-V with the def2-TZVPD basis set",
  "de_lowest_kj_mol": 183.98,
  "e_tot_ha": -1196.9916,
  "homo_lumo_gap_ev": 9.64,
  "symbols": ["C", "C", "C", "C", "O", "O", "O", "O", "P", "S", "H", "H", "H", "H", "H", "H", "H"],
  "positions_angstrom": [[-3.69, -1.24, -0.88], [1.17, -0.24, 0.20], [3.30, 0.80, -0.22], [-0.06, -0.19, 1.03], [1.38, -1.07, -0.68], [-2.48, 0.97, 1.23], [-1.54, 0.70, -1.13], [2.11, 0.64, 0.57], [-3.31, -2.04, 0.40], [-1.23, 1.18, 0.46], [-3.91, -1.02, -1.90], [-1.89, -0.20, -1.24], [4.22, 0.96, 0.50], [3.08, 1.68, -0.84], [3.36, -0.19, -0.76], [0.18, 0.26, 2.08], [-0.70, -0.99, 1.18]]
}

Record 12
{
  "formula": "C4H7O4Ru",
  "method": "ωB97M-V with the def2-TZVPD basis set",
  "spin_multiplicity": 6,
  "e_tot_ha": -552.2254,
  "homo_lumo_gap_ev": [6.51, 8.51],
  "symbols": ["C", "O", "O", "Ru", "O", "C", "C", "O", "C", "H", "H", "H", "H", "H", "H", "H"],
  "positions_angstrom": [[2.92, 0.63, -0.03], [3.78, -0.06, -0.45], [2.50, 1.67, 0.36], [-0.62, 2.11, 1.07], [-0.43, 0.34, 2.01], [-0.06, -0.77, 1.35], [0.29, -0.36, -0.35], [-0.69, 0.60, -0.71], [-1.97, 0.10, -1.03], [-0.86, -1.54, 1.32], [0.91, -1.19, 1.69], [0.11, -1.35, -0.79], [1.04, -0.10, -1.11], [-2.70, 0.76, -0.55], [-2.10, 0.09, -2.13], [-2.11, -0.93, -0.66]]
}

Record 13
{
  "formula": "C4H7OP",
  "method": "ωB97M-V with the def2-TZVPD basis set",
  "de_lowest_kj_mol": 318.93,
  "e_tot_ha": -573.0738,
  "homo_lumo_gap_ev": [7.18, 7.14],
  "symbols": ["C", "C", "C", "C", "O", "P", "H", "H", "H", "H", "H", "H", "H"],
  "positions_angstrom": [[0.52, -0.67, 0.21], [-0.86, -0.46, -0.36], [1.38, 0.55, -0.04], [-1.71, 0.56, 0.38], [-2.69, 0.97, -0.10], [3.17, 0.22, 0.27], [0.62, -0.96, 1.25], [0.87, -1.43, -0.36], [-0.65, -0.22, -1.44], [-1.49, -1.40, -0.35], [1.27, 0.68, -1.16], [0.96, 1.49, 0.26], [-1.38, 0.68, 1.44]]
}

Record 14
{
  "formula": "C4H7OPt",
  "method": "ωB97M-V with the def2-TZVPD basis set",
  "spin_multiplicity": 4,
  "de_lowest_kj_mol": 0.00,
  "e_tot_ha": -350.8191,
  "homo_lumo_gap_ev": [5.52, 7.58],
  "symbols": ["H", "C", "C", "C", "O", "Pt", "H", "H", "H", "H", "C", "H", "H"],
  "positions_angstrom": [[0.34, 0.65, 0.57], [-1.89, 0.83, -0.06], [-0.68, 0.53, 0.98], [-0.97, 1.62, 1.92], [-1.01, 1.53, 3.16], [-0.98, 0.26, 4.31], [-2.17, 1.90, 0.00], [-1.41, 0.72, -1.05], [-0.79, -0.46, 1.44], [-0.26, 2.41, 1.45], [-3.09, -0.05, 0.23], [-3.95, 0.59, 0.49], [-3.36, -0.64, -0.67]]
}

Record 15
{
  "formula": "C4H7P",
  "method": "ωB97M-V with the def2-TZVPD basis set",
  "de_lowest_kj_mol": 313.52,
  "e_tot_ha": -497.8072,
  "smiles": "C=CPC=C",
  "homo_lumo_gap_ev": 8.72,
  "symbols": ["C", "C", "P", "C", "C", "H", "H", "H", "H", "H", "H", "H"],
  "positions_angstrom": [[-1.38, 1.88, 1.12], [-1.13, 1.43, -0.08], [0.49, 0.52, -0.57], [1.29, -1.36, -0.66], [0.93, -2.31, 0.18], [-1.87, 2.81, 1.27], [-1.11, 1.20, 1.97], [-1.29, 2.06, -0.85], [0.41, 0.68, -1.94], [2.21, -1.37, -1.39], [-0.04, -2.38, 0.68], [1.48, -3.16, 0.26]]
}

Record 16
{
  "formula": "C4H7PS",
  "method": "ωB97M-V with the def2-TZVPD basis set",
  "de_lowest_kj_mol": 155.46,
  "e_tot_ha": -896.0511,
  "smiles": "S[C@@H]1C[C@H]2P[C@@H]12",
  "homo_lumo_gap_ev": 10.03,
  "symbols": ["S", "C", "C", "C", "P", "C", "H", "H", "H", "H", "H", "H", "H"],
  "positions_angstrom": [[2.45, -0.44, -0.01], [0.78, -0.40, -0.58], [0.15, 0.91, -0.94], [-0.86, 0.83, 0.21], [-2.03, -0.51, -0.20], [-0.30, -0.55, 0.52], [2.19, 0.60, 0.77], [0.64, -1.14, -1.44], [-0.36, 0.92, -1.89], [0.94, 1.67, -0.63], [-1.08, 1.73, 0.85], [-2.70, -0.44, 0.90], [-0.05, -0.87, 1.53]]
}